# 1
This record from OMol25 describes a 2-piece molecular cluster, C4H12N2O overall. The level of theory is ωB97M-V with the def2-TZVPD basis set.

## Properties
maximum force: 2.86 eV/Å
DFT total energy: -344.14831 Eh
ΔE to the lowest compared entry with this formula, charge and spin: 6.441 eV

Geometry as ORCA input:
```
! wB97M-V def2-TZVPD RIJCOSX def2/J DEFGRID3
* xyz 0 1
C -2.12242 1.01933 0.34491
C -1.54076 -1.32083 0.45438
C 2.16004 -1.15201 -0.14974
C 1.67238 1.36099 -0.44760
N -1.29470 -0.03698 -0.08610
N 1.57464 0.10291 0.26003
O 0.52441 0.03803 1.05559
H -2.28110 1.80782 -0.46153
H -3.11787 0.60204 0.51312
H -1.61532 1.47793 1.24691
H -2.46238 -1.88191 0.33488
H -0.81691 -1.91514 0.04327
H -1.29837 -1.42749 1.55324
H 1.37787 -2.01992 -0.08558
H 2.42224 -1.17106 -1.20306
H 3.08142 -1.50811 0.44961
H 1.42158 2.05791 0.32749
H 2.68265 1.44184 -0.80864
H 0.82951 1.33342 -1.18151
*
```

---

# 2
This record from OMol25 describes C57H54CdN7O8P2 as an isolated structure. The level of theory is ωB97M-V with the def2-TZVPD basis set.

## Properties
maximum force: 1.58 eV/Å
DFT total energy: -4040.12648 Eh
ΔE to the lowest compared entry with this formula, charge and spin: 0.289 eV

Geometry as ORCA input:
```
! wB97M-V def2-TZVPD RIJCOSX def2/J DEFGRID3
* xyz -1 1
Cd 0.73914 -1.04820 -0.31165
C -1.31076 2.44720 -0.97445
N -0.61296 3.30070 -0.05905
C 0.83114 3.29700 -0.11405
P 1.69154 1.60260 -0.34695
C 2.59224 1.99370 -1.89995
C 1.87304 1.96020 -3.09295
C 2.50064 2.17710 -4.30485
C 3.85874 2.44470 -4.34535
C 4.58714 2.46130 -3.16835
C 3.96474 2.21510 -1.95755
C 2.98454 1.90850 0.92115
C 3.73754 3.08240 1.00275
C 4.73894 3.20130 1.94945
C 4.97694 2.17350 2.84755
C 4.19654 1.03130 2.80855
C 3.21504 0.89460 1.84185
C -1.23756 4.36330 0.56255
C -0.50596 5.46050 1.04355
C -1.12176 6.50340 1.70505
C -2.48946 6.50620 1.91135
C -3.23156 5.44170 1.42655
C -2.62536 4.39280 0.76795
P -1.61446 0.63630 -0.43995
C -2.72156 0.32090 -1.87755
C -2.02446 -0.19920 -2.96775
C -2.67206 -0.51560 -4.14345
C -4.04086 -0.32960 -4.24795
C -4.73906 0.22580 -3.18825
C -4.08416 0.56990 -2.01465
C -2.63416 1.01180 1.03755
C -3.94616 0.62200 1.28435
C -4.59246 1.05290 2.43295
C -3.93306 1.84650 3.35375
C -2.59956 2.16320 3.16015
C -1.95366 1.73360 2.02075
H -0.72056 2.35880 -1.89455
H -2.27776 2.88490 -1.24195
H 1.19144 3.63540 0.86095
H 1.19144 3.98970 -0.89215
H 0.81934 1.71510 -3.08235
H 1.93374 2.11030 -5.22225
H 4.35194 2.61200 -5.29125
H 5.65114 2.65050 -3.18995
H 4.56174 2.18150 -1.05815
H 3.56344 3.89940 0.31365
H 5.35484 4.09150 1.97525
H 5.77434 2.26510 3.57125
H 4.37814 0.23080 3.50975
H 2.64914 -0.02330 1.76275
H 0.55834 5.52850 0.89065
H -0.51756 7.33070 2.05225
H -2.96696 7.32400 2.42915
H -4.30356 5.42200 1.56745
H -3.24226 3.57430 0.43515
H -0.96146 -0.38010 -2.87225
H -2.10366 -0.91560 -4.97095
H -4.55896 -0.60910 -5.15455
H -5.80596 0.39040 -3.28495
H -4.65176 1.03990 -1.22395
H -4.46226 -0.02460 0.58965
H -5.62806 0.79120 2.60245
H -4.43996 2.19180 4.24185
H -2.08156 2.75590 3.89955
H -0.90586 1.94920 1.87315
C 0.52654 -0.41850 3.57005
N 0.56604 -1.23890 2.37225
C 0.93814 -2.45930 2.55525
C 1.14574 -3.37790 1.50815
C 1.55014 -4.71920 1.59645
C 1.69804 -5.17060 0.29385
C 1.38114 -4.08780 -0.53025
N 1.04454 -3.02030 0.19235
C -0.59556 -0.73020 4.53125
C -0.34266 -0.87690 5.88935
C -1.38356 -1.03110 6.78935
C -2.69246 -1.05180 6.33955
C -2.95236 -0.95800 4.98205
C -1.90916 -0.81000 4.08545
H 0.41684 0.62400 3.25285
H 1.47544 -0.50500 4.11855
H 1.14474 -2.83680 3.56735
H 1.71714 -5.26470 2.50705
H 2.01694 -6.14740 -0.02535
H 1.38504 -4.04610 -1.60855
H 0.67654 -0.83890 6.24845
H -1.17326 -1.12540 7.84585
H -3.50286 -1.13110 7.05335
H -3.97326 -0.96290 4.62485
H -2.11326 -0.71860 3.03265
O 1.54114 -1.26690 -4.56245
C 1.79654 -1.09160 -3.37285
O 0.91174 -0.99480 -2.47015
C 3.27764 -0.95950 -2.98795
C 4.19364 -0.96940 -4.00305
C 5.57254 -0.84100 -3.75885
C 6.03034 -0.76940 -2.44945
C 5.13054 -0.79560 -1.40735
C 3.69594 -0.80830 -1.61795
O 2.91474 -0.61910 -0.65145
N 5.63804 -0.73300 -0.08455
O 6.72464 -0.19050 0.08595
O 4.99464 -1.22250 0.82355
N 6.49874 -0.79550 -4.81875
O 6.08474 -0.86010 -5.96825
O 7.68934 -0.68510 -4.54405
H 3.84194 -1.07420 -5.02115
H 7.09144 -0.70940 -2.24815
C -1.46816 -3.50370 -3.11065
N -2.47976 -3.67600 -2.09085
C -3.34026 -4.82630 -2.23195
C -4.62746 -4.58760 -1.45785
C -4.25566 -4.36790 -0.00195
N -3.22726 -3.36460 0.09605
C -3.02746 -2.78400 1.40035
C -2.38736 -2.99770 -0.91675
O -1.61936 -2.05080 -0.76275
H -1.93556 -3.21040 -4.05185
H -0.92616 -4.44060 -3.26065
H -0.76336 -2.73130 -2.80555
H -2.83796 -5.73250 -1.85805
H -3.55416 -4.96320 -3.29605
H -5.29366 -5.44320 -1.55375
H -5.12866 -3.70050 -1.84915
H -3.91226 -5.31520 0.44005
H -5.12676 -4.02640 0.57095
H -3.86516 -2.13080 1.66025
H -2.10356 -2.20740 1.37165
H -2.94086 -3.56980 2.15455
*
```

---

# 3
This record from OMol25 describes one molecule with the formula C2H2N2O3. The level of theory is ωB97M-V with the def2-TZVPD basis set.

## Properties
maximum force: 7.21 eV/Å
DFT total energy: -412.48509 Eh
ΔE to the lowest compared entry with this formula, charge and spin: 4.514 eV

Geometry as ORCA input:
```
! wB97M-V def2-TZVPD RIJCOSX def2/J DEFGRID3
* xyz 0 1
C 0.62413 -1.08806 0.65175
C -0.71637 0.96550 -0.14768
H 0.32927 0.54543 -1.91795
H -1.26068 1.88754 -0.53705
N -0.34143 0.00561 -1.26266
N -0.58528 0.71148 1.10345
O 1.55693 -1.60879 1.32201
O 0.77780 -0.81946 -0.62537
O -0.38438 -0.59924 1.41349
*
```

---

What is the maximum force in the third record?
7.21 eV/Å

---

maximum force of number 3 (C2H2N2O3)?
7.21 eV/Å

---

Look up the maximum force of the first one.
2.86 eV/Å